A cluster of 11 separate species, C69H144F18N2O19P3S6 in total. Source: the Open Molecules 2025 dataset; level of theory: ωB97M-V with the def2-TZVPD basis set.

Each line ends with the Mulliken charge.
Cartesian coordinates (Å):
C  2.40270  -1.32873  -2.57904  -0.248
C  2.58116  -0.73808  -1.19907  0.685
C  1.20321  -0.69048  -0.55093  -1.495
O  0.76911  -2.03707  -0.37804  0.371
C  -0.19424  -2.12340  0.69064  -1.402
N  3.47223  -1.46462  -0.23723  1.678
H  3.88062  -0.75963  0.43783  0.435
H  2.89869  -1.98957  0.40538  -0.538
H  4.11018  -2.13317  -0.73186  0.135
H  1.85324  -2.26224  -2.60730  0.071
H  3.34326  -1.49749  -3.07878  -0.597
H  1.77380  -0.50135  -3.02591  -0.029
H  2.99562  0.26824  -1.37592  0.177
H  0.54936  -0.19593  -1.28039  0.647
H  1.22460  -0.10249  0.33893  0.211
H  -0.51584  -3.16021  0.67139  0.172
H  -1.09443  -1.53951  0.41126  0.433
H  0.20930  -1.73509  1.59519  0.670
C  0.36429  -6.07236  3.90694  -1.835
C  0.81382  -5.16494  2.65608  1.570
C  0.97810  -5.94563  1.34836  -1.713
C  1.96892  -5.30554  0.40763  1.769
N  2.40840  -6.36845  -0.63185  0.304
C  3.47563  -5.62126  -1.50301  -1.515
C  2.65642  -4.62795  -2.31406  0.815
C  1.26295  -5.25490  -2.39902  -0.592
C  1.36361  -6.61459  -1.69848  -0.770
C  3.06222  -7.58595  0.02291  -1.296
C  4.22711  -7.31700  0.93696  0.581
C  4.65292  -8.60504  1.56613  -1.570
H  0.27046  -5.38309  4.73304  0.430
H  1.16289  -6.81068  4.11125  0.473
H  -0.48976  -6.62692  3.66179  0.415
H  1.74522  -4.61512  2.87808  -0.329
H  -0.03596  -4.46342  2.56857  -0.992
H  0.01203  -6.06787  0.88988  0.321
H  1.28691  -6.88949  1.66223  0.622
H  2.84623  -4.94336  0.93473  -0.527
H  1.49054  -4.53964  -0.21467  -0.112
H  3.85697  -6.43608  -2.10829  0.437
H  4.17020  -5.27368  -0.78065  0.789
H  3.11539  -4.55355  -3.32885  0.940
H  2.71946  -3.68280  -1.77779  -0.928
H  0.91167  -5.48276  -3.42474  0.133
H  0.45584  -4.65876  -2.03257  0.286
H  1.73773  -7.40150  -2.34853  0.489
H  0.38528  -6.88377  -1.25050  0.378
H  3.43661  -8.12883  -0.81672  0.610
H  2.31480  -8.17480  0.58000  0.517
H  4.10510  -6.57145  1.70044  -0.006
H  5.05577  -6.83363  0.40484  0.292
H  5.34119  -9.14794  0.86819  0.325
H  3.76779  -9.17495  1.88749  0.351
H  5.30806  -8.39279  2.42610  0.402
C  4.72427  2.59909  -3.84733  -1.595
C  3.60181  1.56886  -4.28702  0.702
C  3.18650  1.74372  -5.75873  -0.398
C  1.84030  0.97338  -5.90536  0.071
P  1.08257  1.30032  -7.56649  0.850
C  -0.36721  0.24626  -7.77186  -1.460
C  -1.19836  0.21987  -6.44928  0.626
C  -2.55989  -0.40627  -6.68400  -0.775
C  -3.61567  -0.21592  -5.52278  -1.058
C  2.27327  0.91223  -8.87591  -1.522
C  2.97679  -0.45878  -8.53406  0.624
C  4.15636  -0.77585  -9.52368  -0.539
C  5.25280  -1.64408  -8.98804  -1.338
C  0.35831  2.97526  -7.58059  -0.866
C  1.21017  4.24391  -7.71645  -0.745
C  0.44738  5.45121  -8.07678  -0.391
C  1.41789  6.65624  -8.17179  -1.369
H  5.67023  2.46054  -4.40603  0.301
H  5.00229  2.50100  -2.80510  0.338
H  4.42273  3.56093  -4.23701  0.447
H  2.77148  1.61135  -3.56656  -0.058
H  4.02385  0.62419  -4.07685  -0.263
H  3.95072  1.37413  -6.41513  0.520
H  3.02963  2.81885  -5.92831  -0.210
H  1.15150  1.43465  -5.19527  0.412
H  1.99739  -0.11657  -5.71191  0.419
H  -0.04571  -0.76805  -7.91876  0.433
H  -0.96895  0.70079  -8.54936  0.907
H  -1.24279  1.23410  -6.10617  0.057
H  -0.75937  -0.33799  -5.63008  -0.118
H  -2.50616  -1.42065  -6.98913  0.264
H  -3.02044  0.09442  -7.56561  0.414
H  -3.47975  -0.98340  -4.76782  0.170
H  -4.62599  -0.40495  -5.95117  0.372
H  -3.57019  0.78514  -4.99521  0.229
H  3.04911  1.65087  -8.82112  0.618
H  1.82392  0.86475  -9.85649  0.501
H  2.21124  -1.26009  -8.49405  0.226
H  3.39169  -0.45110  -7.50569  -0.273
H  4.52814  0.22334  -9.78518  0.345
H  3.75516  -1.15717  -10.47608  0.355
H  5.78320  -1.22896  -8.15631  0.366
H  5.98279  -1.96197  -9.77132  0.388
H  4.85964  -2.61005  -8.63841  0.290
H  -0.26896  3.04714  -6.73030  0.176
H  -0.21611  2.85171  -8.52920  0.607
H  2.09594  4.07323  -8.30793  0.543
H  1.75273  4.37317  -6.72669  0.193
H  -0.28815  5.70029  -7.33935  0.253
H  -0.08852  5.22605  -9.00566  0.480
H  0.93369  7.45262  -8.73168  0.400
H  2.33187  6.41414  -8.66408  0.371
H  1.59580  7.05806  -7.18428  0.315
C  -6.79421  -4.16445  8.00646  -1.140
C  -5.92420  -2.99503  8.47008  -0.838
C  -5.59110  -1.89585  7.45474  0.010
C  -4.88799  -2.36839  6.23692  -0.349
P  -4.83001  -1.17696  4.87991  0.876
C  -4.54837  -1.99933  3.34929  -1.759
C  -3.15985  -2.62960  3.27377  0.116
C  -3.11205  -4.12158  2.95591  1.113
C  -3.86902  -4.86327  4.09118  -1.630
C  -6.43370  -0.32122  4.79431  -1.402
C  -7.62659  -1.27957  4.69453  -0.699
C  -8.94888  -0.59743  5.11341  -0.604
C  -10.09882  -1.69072  5.15415  -1.280
C  -3.55461  0.05829  5.04434  -0.644
C  -3.46561  0.76909  6.47892  -1.177
C  -2.30603  1.75081  6.51952  0.505
C  -2.09483  2.30472  7.89942  -1.700
H  -7.81551  -3.78698  7.90575  0.258
H  -6.74031  -4.97414  8.69506  0.380
H  -6.54511  -4.49882  7.01905  0.270
H  -5.02783  -3.34464  8.99352  0.395
H  -6.46741  -2.41457  9.22685  0.436
H  -4.97133  -1.13591  8.00102  0.023
H  -6.53683  -1.39820  7.14558  0.117
H  -5.44223  -3.24140  5.84148  -0.116
H  -3.81076  -2.52526  6.43428  0.792
H  -4.62371  -1.20392  2.60071  0.740
H  -5.36767  -2.65624  3.15164  1.140
H  -2.51430  -2.38163  4.15807  0.903
H  -2.62804  -2.13158  2.42922  -1.251
H  -2.07313  -4.43431  2.95553  -0.549
H  -3.52719  -4.25724  1.94318  0.153
H  -3.80856  -5.93257  3.95107  0.666
H  -4.95536  -4.63292  4.11876  0.188
H  -3.38639  -4.65468  5.04075  0.259
H  -6.41334  0.23719  3.82923  0.699
H  -6.48591  0.36724  5.60880  0.574
H  -7.50211  -2.13000  5.32148  0.390
H  -7.81723  -1.68316  3.69151  0.496
H  -9.16412  0.16169  4.32724  0.347
H  -8.84393  -0.09264  6.06040  0.427
H  -10.97328  -1.17070  5.59189  0.370
H  -9.85362  -2.57189  5.66687  0.373
H  -10.32174  -1.96832  4.11268  0.309
H  -3.71555  0.77537  4.23944  0.117
H  -2.61479  -0.39627  4.80788  0.779
H  -3.19311  -0.06802  7.17810  0.520
H  -4.35839  1.24399  6.85989  0.262
H  -2.61417  2.53121  5.84470  0.046
H  -1.43700  1.29900  6.05932  0.285
H  -1.01767  2.49124  8.10773  0.270
H  -2.40552  1.57279  8.61066  0.530
H  -2.57790  3.22099  8.18947  0.317
C  3.55720  8.67959  4.35682  -1.357
C  3.20266  7.30498  3.79253  -0.263
C  1.75432  7.25287  3.45108  -0.578
C  1.46295  5.97295  2.68313  -1.130
P  -0.18345  5.27134  2.66475  0.433
C  -1.27077  6.31922  1.72518  -1.027
C  -0.58826  6.75816  0.39836  -0.255
C  -1.62282  7.13321  -0.64484  -0.446
C  -1.08981  8.14655  -1.71843  -1.489
C  -0.22424  3.72421  1.98730  0.588
C  -0.49963  2.43218  2.80998  -0.719
C  -1.04834  1.32644  1.96646  1.221
C  -2.53219  1.54743  1.58768  -1.575
C  -0.88244  5.18644  4.29391  -2.037
C  0.17943  4.66500  5.30187  0.005
C  -0.19107  5.03636  6.71899  -0.510
C  -0.00950  6.57403  7.01912  -1.302
H  4.66149  8.83864  4.43403  0.362
H  3.08765  8.91165  5.31002  0.304
H  3.16590  9.38075  3.60045  0.339
H  3.50116  6.54318  4.50832  0.400
H  3.81256  7.05454  2.90937  0.297
H  1.41786  8.09500  2.85005  0.483
H  1.21162  7.17657  4.41212  -0.048
H  2.04528  5.10351  3.07920  0.326
H  1.85502  5.97944  1.62880  1.125
H  -1.57746  7.18835  2.30198  0.613
H  -2.16603  5.76864  1.42625  0.422
H  -0.06324  5.89318  0.02729  0.249
H  0.13396  7.58541  0.55725  0.380
H  -2.47789  7.57366  -0.16203  0.567
H  -1.90234  6.29871  -1.25605  0.071
H  0.00304  8.13655  -1.81775  0.321
H  -1.35681  9.16665  -1.45103  0.419
H  -1.53175  7.86539  -2.66941  0.339
H  0.67824  3.47101  1.44643  0.268
H  -0.89882  3.83431  1.16329  -0.138
H  -1.19267  2.66666  3.63273  -0.282
H  0.45294  2.08732  3.26989  0.369
H  -0.82899  0.37581  2.47732  0.472
H  -0.47696  1.25426  1.02713  -0.500
H  -2.61812  2.33207  0.84122  0.007
H  -3.03230  2.10015  2.40904  0.298
H  -3.07282  0.64067  1.39252  0.448
H  -1.73929  4.58309  4.32113  0.634
H  -1.13097  6.17138  4.54252  0.954
H  1.18867  5.02935  5.05062  0.212
H  0.22267  3.61768  5.11116  0.236
H  0.50283  4.57120  7.42246  0.457
H  -1.22048  4.68556  6.96320  0.086
H  0.98772  6.87812  6.67971  0.280
H  -0.08703  6.86606  8.07582  0.446
H  -0.74173  7.21499  6.49091  0.285
C  5.78940  -2.44527  2.98894  0.583
F  6.90551  -3.15693  2.85252  -0.204
F  5.72210  -1.81637  4.18738  -0.222
F  5.72992  -1.52436  1.92066  -0.192
S  4.27578  -3.41923  2.74351  0.958
O  4.64166  -4.02850  1.47718  -0.695
O  4.11819  -4.31628  3.85772  -0.649
O  3.23701  -2.42027  2.61934  -0.657
C  -0.75686  -4.06007  -6.80160  0.508
F  -1.58546  -3.37040  -5.99548  -0.169
F  -0.97011  -5.34984  -6.45470  -0.271
F  -1.07442  -3.93573  -8.07653  -0.269
S  1.05842  -3.57921  -6.57954  1.132
O  0.99172  -2.14723  -6.42986  -1.013
O  1.39302  -4.29904  -5.39382  -0.532
O  1.64314  -3.98392  -7.81464  -0.762
C  3.55517  3.51574  1.38639  0.534
F  4.34300  4.60399  1.64877  -0.286
F  2.84625  3.20685  2.50788  -0.335
F  2.65118  3.87753  0.38387  -0.218
S  4.75296  2.22365  0.95425  1.181
O  5.69716  2.33715  2.02915  -0.683
O  3.80427  1.07678  1.05180  -0.915
O  5.16513  2.61903  -0.36369  -0.712
C  6.22486  -2.21979  -4.09832  0.519
F  4.95700  -2.46804  -4.49090  -0.228
F  7.00350  -2.81659  -5.01214  -0.261
F  6.35545  -0.89015  -4.21057  -0.237
S  6.49520  -2.84321  -2.39976  1.101
O  6.01194  -4.20556  -2.50368  -0.727
O  7.88982  -2.62150  -2.33485  -0.682
O  5.65988  -1.99746  -1.60916  -0.672
C  -3.96861  -2.94398  -1.39603  0.484
F  -4.22230  -3.95735  -2.21279  -0.247
F  -2.73075  -3.16562  -0.89064  -0.134
F  -3.94051  -1.79076  -2.06820  -0.199
S  -5.16145  -2.85878  -0.01590  0.995
O  -4.51184  -1.87205  0.83066  -0.702
O  -6.27913  -2.42955  -0.76422  -0.686
O  -5.29043  -4.18977  0.53697  -0.719
C  -0.89458  3.28356  -1.81330  -0.033
F  -1.06031  1.96705  -1.79081  -0.072
F  -1.95391  3.76341  -1.03357  -0.352
F  0.19453  3.71816  -1.23517  -0.059
S  -1.04177  4.01164  -3.51127  1.351
O  -2.44002  3.81160  -3.92205  -0.826
O  -0.66341  5.37383  -3.25534  -0.583
O  -0.08567  3.25548  -4.26252  -0.567

Molar mass ... 1933.19 g/mol
DFT total energy ... -257566.859 eV
Total charge ... -1
Spin multiplicity ... 1